Here is a single C22H29FN4O4S molecule from OMol25. Energies are from the ωB97M-V functional and the def2-TZVPD basis.

Positions of all 61 atoms, in Å:
C 2.41162 6.54632 2.73610
H 1.36271 6.53641 2.45211
H 2.79150 7.56163 2.64836
C 3.18925 5.62626 1.79817
N 2.68120 4.27194 1.71854
S 1.11663 4.09539 1.16379
O 0.17695 3.87875 2.23285
O 0.86143 5.17811 0.25973
C 1.25603 2.57852 0.23072
C 2.07504 2.54235 -0.87596
C 2.14860 1.37544 -1.61927
C 1.41354 0.24910 -1.26498
C 0.63063 0.28073 -0.08229
C 0.54987 1.46333 0.64014
H -0.03926 1.55009 1.53765
N -0.04114 -0.88028 0.28738
H 0.47547 -1.70172 -0.01026
C -0.61318 -1.02485 1.60942
H -1.28898 -0.18542 1.80084
C -1.44683 -2.30513 1.70060
O -1.50062 -2.97226 2.70642
N -2.10325 -2.56194 0.53853
C -2.94400 -3.62810 0.21148
C -3.43702 -3.68824 -1.09165
C -4.27304 -4.71664 -1.47911
C -4.61072 -5.68554 -0.55102
C -4.13320 -5.64652 0.74612
C -3.29739 -4.61444 1.12901
H -2.91570 -4.56651 2.13479
H -4.41676 -6.41704 1.44484
F -5.42676 -6.69333 -0.92481
H -4.66188 -4.77404 -2.48315
H -3.16400 -2.92308 -1.80449
H -1.94055 -1.89339 -0.20471
H 0.13616 -1.04702 2.41211
N 1.45654 -0.96274 -1.97124
C 2.59913 -1.27286 -2.81166
H 3.49800 -0.83285 -2.38017
C 2.42017 -0.82314 -4.26928
H 3.22263 -1.22237 -4.89176
O 1.21679 -1.32358 -4.80840
C 0.11472 -0.90334 -4.03853
H -0.77149 -1.31039 -4.52820
C 0.22105 -1.41573 -2.59640
H -0.63208 -1.05528 -2.02375
H 0.22501 -2.51190 -2.60837
H 0.05524 0.19679 -4.03169
H 2.42168 0.27485 -4.33993
H 2.70522 -2.36452 -2.80498
H 2.78190 1.35293 -2.49156
H 2.62578 3.42431 -1.15646
C 3.11889 3.26465 2.65581
C 2.62982 3.43161 4.09371
H 3.12372 4.26758 4.58128
H 2.84822 2.52863 4.65913
H 1.55638 3.59897 4.09122
H 4.21386 3.23549 2.62838
H 2.74568 2.31605 2.25801
H 3.12391 6.02945 0.78413
H 4.24214 5.57015 2.08873
H 2.49555 6.23031 3.77155

Cartesian forces, eV/Å:
0.171 -0.120 -0.075
-0.088 0.142 0.052
-0.009 0.119 0.023
-0.155 0.602 -0.172
-0.991 -0.156 -0.510
0.461 -0.265 -0.118
0.154 -0.241 -0.042
0.240 0.114 -0.131
-0.036 0.336 0.241
0.021 0.071 -0.009
-0.050 0.018 0.097
-0.065 0.103 0.204
0.077 0.276 -0.171
-0.111 -0.068 0.086
-0.101 -0.096 0.139
-0.032 -0.169 0.008
0.016 0.044 -0.059
0.119 0.080 0.208
0.044 -0.057 0.040
0.182 0.372 -0.311
-0.009 -0.120 0.302
0.015 0.296 -0.312
-0.251 -0.362 0.024
0.060 -0.027 0.223
-0.104 -0.203 0.108
0.102 0.099 0.080
-0.180 -0.081 -0.371
0.091 0.109 0.065
0.006 0.002 0.024
-0.038 -0.089 0.061
0.018 0.026 0.006
-0.048 -0.022 -0.095
0.027 0.087 -0.084
0.090 -0.086 0.200
-0.154 -0.034 -0.063
0.120 -0.117 0.160
0.076 -0.037 -0.322
0.026 -0.053 -0.001
0.192 0.011 0.232
0.018 0.084 0.074
0.049 -0.123 -0.084
-0.202 -0.075 0.342
-0.018 0.081 0.067
-0.208 0.104 -0.536
0.003 -0.084 -0.005
-0.108 0.036 0.009
-0.027 -0.071 -0.019
0.028 -0.081 -0.024
0.096 0.087 -0.040
0.014 -0.020 -0.098
0.132 0.093 -0.115
-0.021 -0.403 0.385
0.079 0.005 -0.181
0.031 0.066 0.099
0.038 -0.069 0.096
-0.029 -0.002 0.133
-0.116 -0.054 -0.106
0.228 -0.087 0.124
0.211 0.101 0.127
-0.066 -0.101 -0.088
-0.016 0.011 0.106

The HOMO-LUMO gap comes out at 8.650 eV. For the LUMO energy, the calculation gives 0.4 eV. The SMILES is CCN(CC)S(=O)(=O)c1ccc(N2CCOCC2)c(NCC(=O)Nc2ccc(F)cc2)c1. The HOMO energy is -8.2 eV. The value obtained for the relative energy (zero: lowest compared OMol25 entry of this formula, charge and spin) is 5.5 kcal/mol. As for the multiplicity: 1.